ORCA calculation (the ωB97M-V functional and the def2-TZVPD basis) on a 5-piece molecular cluster, C22H48N3O4 overall.

Structure (ORCA input):
```
! wB97M-V def2-TZVPD RIJCOSX def2/J DEFGRID3
* xyz 1 1
N 2.80524 -3.27634 0.43569
C 2.87147 -2.00603 -0.28106
C 1.61157 -1.11826 -0.14556
C 0.30079 -1.87899 -0.15716
C 0.13892 -2.67823 -1.42357
N -1.12675 -3.49732 -1.38116
C -2.07300 -3.15640 -0.26502
C -2.09293 -1.67742 0.13046
N -0.83486 -0.97405 -0.14851
H 2.56348 -3.14191 1.40933
H 2.16215 -3.92748 0.00770
H 3.07013 -2.19090 -1.33368
H 3.70539 -1.45687 0.13786
H 1.59562 -0.32310 -0.88610
H 1.67439 -0.64713 0.83461
H 0.31682 -2.53321 0.71990
H 1.00038 -3.28490 -1.67821
H 0.01480 -1.94244 -2.20959
H -1.58849 -3.45152 -2.28960
H -0.85876 -4.47772 -1.27413
H -3.06591 -3.42018 -0.60860
H -1.86457 -3.78746 0.58721
H -2.28665 -1.66594 1.20245
H -2.94671 -1.17980 -0.31211
H -0.70047 -0.22874 0.52364
C -4.96912 2.05492 2.11348
C -5.91172 1.12607 2.87212
C -5.61880 -0.21639 2.21972
O -4.23903 -0.17831 1.82261
C -3.75020 1.16782 1.92271
H -4.73447 2.97499 2.64727
H -5.40129 2.31905 1.14539
H -5.64025 1.09896 3.92922
H -6.95963 1.40938 2.79748
H -6.23426 -0.36899 1.32713
H -5.77077 -1.05917 2.89411
H -3.07724 1.23153 2.78418
H -3.18476 1.41150 1.01986
C -2.52208 6.50222 2.16470
C -3.07330 7.20261 3.40265
C -3.68165 6.03846 4.17056
O -2.88863 4.88767 3.85335
C -2.02875 5.18727 2.75120
H -1.73516 7.05910 1.65877
H -3.32572 6.31909 1.44753
H -2.25782 7.64809 3.97608
H -3.79778 7.98348 3.17931
H -4.71344 5.84962 3.85492
H -3.67271 6.18892 5.24979
H -1.00272 5.27859 3.12367
H -2.06505 4.36233 2.03641
C 2.79040 -4.60918 -4.32751
C 3.22068 -5.19654 -2.98314
C 4.03083 -6.40954 -3.42329
O 4.61365 -6.06450 -4.67728
C 4.02250 -4.86849 -5.18324
H 2.52545 -3.55155 -4.28500
H 1.93334 -5.16115 -4.72301
H 3.85778 -4.48210 -2.45581
H 2.38620 -5.45829 -2.32840
H 3.38765 -7.28462 -3.56629
H 4.81968 -6.67217 -2.71903
H 4.74712 -4.05270 -5.09116
H 3.78681 -5.00339 -6.23854
C 4.28178 2.89691 -1.73680
C 3.64699 3.54229 -0.50864
C 3.11938 2.32802 0.24068
O 4.00798 1.24768 -0.06288
C 4.86956 1.62406 -1.14587
H 5.03126 3.51965 -2.22104
H 3.51288 2.65340 -2.47409
H 4.40984 4.04884 0.08551
H 2.86623 4.26310 -0.74496
H 2.11131 2.05954 -0.10035
H 3.09162 2.47315 1.32105
H 5.87335 1.79752 -0.74713
H 4.92000 0.80355 -1.86276
*
```

Values from the calculation:
relative energy (zero: lowest compared OMol25 entry of this formula, charge and spin)	0.0	kJ/mol
total energy	-36244.54607	eV
HOMO energy	-0.413	hartree
strongest force on any atom	0.78	eV/Å
orbital gap	8.053	eV
lowest unoccupied orbital energy	-3.17	eV